Record 1
C28H39N2O2P2RuS4 | wB97M-V/def2-TZVPD

```
! wB97M-V def2-TZVPD RIJCOSX def2/J DEFGRID3
* xyz -1 5
Ru 0.668 -0.014 0.023
C -2.095 -1.650 -0.855
N -0.802 -1.590 -1.537
C -0.163 -2.923 -1.551
C 0.573 -3.309 -0.275
N 1.715 -2.438 -0.022
C 2.793 -2.657 -0.998
C 2.291 -2.535 1.300
C 2.246 -3.713 2.029
C 2.838 -3.796 3.284
C 3.498 -2.689 3.794
C 3.546 -1.511 3.062
C 2.941 -1.399 1.811
S 2.956 0.142 0.955
C -0.896 -1.098 -2.898
C -1.991 -1.420 -3.694
C -2.063 -1.017 -5.019
C -1.007 -0.294 -5.557
C 0.084 0.029 -4.771
C 0.177 -0.353 -3.424
S 1.572 0.120 -2.476
H -2.765 -2.407 -1.283
H -2.581 -0.675 -0.914
H -1.947 -1.885 0.197
H 0.526 -2.945 -2.392
H -0.932 -3.685 -1.751
H 0.883 -4.360 -0.394
H -0.093 -3.262 0.589
H 3.166 -3.689 -0.916
H 3.598 -1.956 -0.787
H 2.450 -2.455 -2.008
H 1.731 -4.577 1.630
H 2.776 -4.715 3.853
H 3.961 -2.733 4.773
H 4.033 -0.633 3.471
H -2.809 -1.991 -3.275
H -2.930 -1.266 -5.618
H -1.040 0.034 -6.589
H 0.898 0.611 -5.184
C 2.318 0.636 5.835
C 0.808 0.564 5.816
O 0.399 -0.255 4.714
P -0.412 0.387 3.490
S -0.549 -1.086 2.162
S 0.295 2.119 2.929
O -1.854 0.583 4.211
C -2.815 1.503 3.705
C -3.406 1.073 2.378
H 2.656 1.237 6.683
H 2.673 1.092 4.912
H 2.748 -0.363 5.915
H 0.376 1.562 5.726
H 0.409 0.094 6.718
H -2.350 2.489 3.618
H -3.589 1.550 4.473
H -2.639 1.028 1.604
H -4.169 1.794 2.076
H -3.860 0.084 2.454
C 1.312 3.330 -0.613
P -0.155 2.257 -0.757
C -1.408 3.326 0.079
C -0.724 2.523 -2.481
C 0.023 3.215 -3.428
C -0.489 3.449 -4.698
C -1.748 2.980 -5.044
C -2.491 2.265 -4.114
C -1.980 2.042 -2.845
H 2.134 2.889 -1.176
H 1.588 3.342 0.443
H 1.113 4.347 -0.958
H -1.517 4.257 -0.478
H -1.088 3.525 1.102
H -2.373 2.821 0.124
H 1.019 3.559 -3.185
H 0.108 3.987 -5.424
H -2.139 3.150 -6.039
H -3.462 1.869 -4.381
H -2.567 1.478 -2.128
*
```

Results
* Kohn-Sham gap (spin up / spin down): 6.29 / 6.96 eV
* energy above the lowest of the compared OMol25 structures with the same formula, charge and spin: 21.9 kJ/mol

***

Record 2
C28H39N2O3 | wB97M-V/def2-TZVPD

```
! wB97M-V def2-TZVPD RIJCOSX def2/J DEFGRID3
* xyz 1 1
C 4.821 -7.044 6.679
H 5.652 -7.013 5.978
C 4.181 -5.667 6.810
C 3.718 -5.084 5.473
C 2.516 -5.820 4.885
C 2.073 -5.270 3.529
C 1.465 -3.870 3.609
C 0.931 -3.419 2.252
C 0.433 -1.973 2.242
C -0.823 -1.772 3.090
C -1.353 -0.343 3.012
H -0.578 0.379 3.281
H -2.226 -0.215 3.655
O -1.810 -0.062 1.676
C -1.054 0.666 0.898
O -0.027 1.229 1.174
C -1.643 0.750 -0.529
N -0.543 0.980 -1.425
C 0.092 2.146 -1.585
N 1.247 1.961 -2.235
C 1.387 0.609 -2.491
C 2.389 -0.126 -3.113
C 2.215 -1.494 -3.175
C 1.086 -2.118 -2.640
C 0.082 -1.396 -2.027
C 0.247 -0.019 -1.961
H -0.785 -1.888 -1.617
H 1.000 -3.190 -2.707
H 2.973 -2.099 -3.647
H 3.267 0.339 -3.529
C 2.202 2.984 -2.575
H 3.038 2.526 -3.096
H 1.752 3.733 -3.230
H 2.573 3.474 -1.674
C -0.427 3.470 -1.109
O -1.816 3.594 -1.210
C -2.377 3.827 -2.462
C -1.707 3.626 -3.657
C -2.350 3.871 -4.860
C -3.660 4.310 -4.867
C -4.326 4.501 -3.668
C -3.706 4.265 -2.452
C -4.420 4.462 -1.153
H -4.691 3.500 -0.718
H -5.328 5.039 -1.300
H -3.779 4.977 -0.441
H -5.349 4.845 -3.673
H -4.161 4.505 -5.801
H -1.819 3.716 -5.787
H -0.685 3.276 -3.673
H -0.203 3.560 -0.038
H 0.084 4.282 -1.643
H -2.160 -0.173 -0.786
H -2.345 1.587 -0.566
H -1.605 -2.458 2.758
H -0.604 -1.983 4.135
H 0.218 -1.691 1.206
H 1.224 -1.313 2.604
H 1.733 -3.511 1.514
H 0.121 -4.082 1.941
H 2.219 -3.159 3.948
H 0.657 -3.881 4.343
H 1.329 -5.947 3.103
H 2.930 -5.254 2.850
H 2.773 -6.873 4.755
H 1.681 -5.767 5.587
H 4.546 -5.118 4.761
H 3.457 -4.035 5.629
H 4.910 -4.984 7.252
H 3.329 -5.726 7.491
H 4.103 -7.782 6.329
H 5.199 -7.375 7.643
*
```

Results
* Kohn-Sham gap: 8.52 eV
* energy above the lowest of the compared OMol25 structures with the same formula, charge and spin: 30.7 kJ/mol